{
  "formula": "C27H81ClO40P9",
  "method": "ωB97M-V/def2-TZVPD",
  "e_tot_ev": -207347.234,
  "e_homo_ev": -7.2,
  "homo_lumo_gap_ev": 8.96,
  "spin_multiplicity": 1,
  "total_charge": -1,
  "lumo_ev": 1.75,
  "e_above_lowest_kj_mol": 380.59,
  "species": ["Cl", "O", "O", "O", "O", "C", "O", "P", "O", "O", "C", "O", "C", "H", "H", "H", "H", "H", "H", "H", "H", "H", "C", "O", "P", "O", "O", "C", "O", "C", "H", "H", "H", "H", "H", "H", "H", "H", "H", "C", "O", "P", "O", "O", "C", "O", "C", "H", "H", "H", "H", "H", "H", "H", "H", "H", "C", "O", "P", "O", "O", "C", "O", "C", "H", "H", "H", "H", "H", "H", "H", "H", "H", "C", "O", "P", "O", "O", "C", "O", "C", "H", "H", "H", "H", "H", "H", "H", "H", "H", "C", "O", "P", "O", "O", "C", "O", "C", "H", "H", "H", "H", "H", "H", "H", "H", "H", "C", "O", "P", "O", "O", "C", "O", "C", "H", "H", "H", "H", "H", "H", "H", "H", "H", "C", "O", "P", "O", "O", "C", "O", "C", "H", "H", "H", "H", "H", "H", "H", "H", "H", "C", "O", "P", "O", "O", "C", "O", "C", "H", "H", "H", "H", "H", "H", "H", "H", "H"],
  "coordinates": [[-16.961797, 4.658212, -6.311839], [-17.051439, 5.275943, -7.616030], [-15.745846, 3.874449, -6.240510], [-16.861216, 5.677063, -5.320046], [-18.083398, 3.759374, -6.224131], [-14.575566, 0.222382, -7.129112], [-15.136196, -0.899857, -6.402388], [-15.456949, -0.756037, -4.821681], [-15.974600, -2.020757, -4.192644], [-14.064500, -0.151787, -4.199761], [-13.024601, -1.075214, -4.052209], [-16.503287, 0.521152, -4.802495], [-17.643841, 0.422936, -5.633483], [-13.765109, -0.259753, -7.675763], [-14.218420, 1.055277, -6.523435], [-15.227200, 0.581034, -7.925869], [-13.231424, -2.141032, -4.148991], [-12.581927, -0.840557, -3.084186], [-12.290889, -0.880903, -4.834524], [-17.410439, 0.759328, -6.643662], [-18.449388, 1.026770, -5.215648], [-18.087694, -0.562365, -5.775897], [-20.134428, 7.030418, -6.402804], [-21.476199, 7.165695, -6.808671], [-21.870030, 7.704709, -8.313022], [-23.308571, 7.634254, -8.581524], [-21.093810, 9.116924, -8.501977], [-21.761690, 10.345491, -8.261103], [-20.997246, 6.678520, -9.200084], [-21.458262, 5.440669, -9.560328], [-19.358134, 7.412428, -7.065780], [-19.906243, 5.969025, -6.305356], [-19.981353, 7.408285, -5.391915], [-21.647041, 10.857381, -9.216569], [-21.332113, 10.999955, -7.502656], [-22.824324, 10.194067, -8.071421], [-20.888954, 4.652666, -9.067325], [-21.348410, 5.336750, -10.639789], [-22.526347, 5.300240, -9.394231], [-13.876808, 7.054120, -4.008806], [-13.702575, 6.494422, -2.757422], [-13.401862, 7.442163, -1.512062], [-13.227252, 6.685343, -0.220903], [-14.561420, 8.572547, -1.494639], [-15.878186, 8.296789, -1.013272], [-12.089888, 8.268197, -1.938068], [-12.043485, 9.613065, -2.242900], [-14.590235, 7.867032, -3.873522], [-14.319449, 6.386645, -4.748165], [-12.963670, 7.421726, -4.476927], [-16.569155, 8.670400, -1.768974], [-16.062039, 8.899974, -0.124194], [-16.111013, 7.262568, -0.759722], [-12.647766, 10.239586, -1.586836], [-12.315445, 9.800535, -3.281645], [-10.999031, 9.884575, -2.089583], [-20.410784, -0.338265, -11.704280], [-18.992310, -0.376437, -11.616240], [-18.205278, 0.414453, -10.397004], [-16.738158, 0.506013, -10.639961], [-18.476165, -0.505316, -9.085918], [-17.985402, -1.791695, -8.827677], [-19.032529, 1.839490, -10.280646], [-18.461839, 2.958301, -9.718456], [-20.819097, 0.503655, -11.145204], [-20.896764, -1.255988, -11.373066], [-20.700302, -0.217995, -12.748223], [-17.432260, -1.797266, -7.888468], [-17.238158, -2.057512, -9.575386], [-18.751789, -2.561555, -8.917466], [-18.189374, 3.756036, -10.409454], [-17.481506, 2.709331, -9.312160], [-19.086613, 3.334301, -8.908281], [-19.456985, 4.788185, -14.594623], [-20.410193, 5.537302, -13.905400], [-19.894269, 6.851783, -13.049451], [-19.082559, 7.858775, -13.818757], [-19.130027, 6.208694, -11.730891], [-18.311937, 6.998846, -10.958130], [-21.233133, 7.433518, -12.286042], [-21.414428, 8.827388, -12.278064], [-18.484442, 5.280380, -14.593743], [-19.792023, 4.684467, -15.626656], [-19.401978, 3.793803, -14.151585], [-18.699452, 8.017498, -10.975039], [-17.294264, 7.110155, -11.332350], [-18.263945, 6.593664, -9.947379], [-22.206376, 9.131047, -12.962693], [-20.503417, 9.399309, -12.454275], [-21.700205, 9.079461, -11.256845], [-12.665856, 5.345023, -6.794117], [-11.652116, 6.002166, -5.913955], [-10.047932, 5.804458, -6.153936], [-9.504110, 4.482690, -5.832468], [-9.462395, 7.021905, -5.283305], [-9.969101, 8.321538, -5.477463], [-9.831570, 6.285415, -7.713823], [-9.568647, 5.430918, -8.752795], [-12.172265, 4.914108, -7.665203], [-13.462205, 5.921379, -7.265012], [-13.113067, 4.541797, -6.208512], [-10.617844, 8.386271, -6.350992], [-9.163451, 9.053349, -5.418396], [-10.618018, 8.462490, -4.613094], [-9.259521, 4.457920, -8.370954], [-8.696082, 5.854825, -9.249836], [-10.318999, 5.311790, -9.534377], [-23.022373, -0.289288, -2.721925], [-22.045641, 0.393733, -2.021670], [-20.830574, 1.191299, -2.671387], [-19.953684, 1.822309, -1.643599], [-20.098100, -0.004392, -3.536590], [-19.312890, -0.939905, -2.841187], [-21.506207, 2.135420, -3.823261], [-20.798000, 3.306012, -4.262246], [-24.007246, 0.007255, -2.361115], [-22.976287, -1.342727, -2.445825], [-22.967233, -0.185701, -3.805592], [-19.616290, -1.925936, -3.193014], [-19.421444, -0.881665, -1.758173], [-18.253182, -0.847884, -3.079226], [-20.371497, 3.105858, -5.245157], [-19.997295, 3.538431, -3.560150], [-21.617940, 4.011718, -4.395633], [-14.945123, 0.625657, -0.703604], [-15.295513, 1.910061, -0.230966], [-14.863788, 3.284012, -0.970377], [-14.263207, 4.276636, -0.030593], [-13.851981, 2.650340, -2.184338], [-13.672893, 3.467515, -3.428435], [-16.220303, 3.871128, -1.657077], [-16.962200, 2.992291, -2.519859], [-14.658688, 0.045784, 0.173772], [-14.082797, 0.510547, -1.360294], [-15.746308, 0.012005, -1.115471], [-13.658364, 2.727950, -4.229013], [-12.720189, 3.994211, -3.483613], [-14.522650, 4.124410, -3.614188], [-16.896746, 3.310672, -3.560263], [-18.026830, 3.088206, -2.306672], [-16.799862, 1.928266, -2.347801], [-15.440492, 11.430737, -5.716759], [-14.908358, 10.865506, -6.923771], [-13.656181, 9.853091, -6.919350], [-12.764090, 9.913859, -5.693360], [-14.361352, 8.385925, -7.164913], [-14.993072, 8.039004, -8.410653], [-12.908057, 10.151785, -8.334619], [-12.472755, 11.503910, -8.586694], [-15.238425, 12.493512, -5.850173], [-14.904041, 10.970997, -4.886731], [-16.487236, 11.280894, -5.452205], [-14.590130, 7.129973, -8.857193], [-14.972088, 8.849381, -9.139310], [-16.044930, 7.798753, -8.255747], [-12.655219, 12.257757, -7.820853], [-12.889191, 11.809939, -9.546391], [-11.388780, 11.431596, -8.675338]],
  "forces_ev_per_angstrom": [[1.594, -0.834, -1.800], [0.012, 0.554, -0.438], [0.041, -0.209, 0.014], [-1.036, 0.358, 0.913], [-0.657, 0.181, 1.124], [0.609, -0.708, -0.844], [-0.491, 0.157, 1.134], [-0.961, 0.191, -0.079], [1.032, 2.094, -1.178], [-3.302, -0.132, -0.781], [1.785, -0.138, 0.088], [2.054, -1.655, 0.941], [-0.982, 0.207, -1.005], [0.395, 0.408, 0.125], [-0.178, -0.235, 0.205], [-0.562, -0.021, 0.421], [-0.759, 0.105, 0.299], [0.172, -0.363, -0.042], [0.205, 0.187, 0.026], [0.082, 0.344, 0.068], [0.380, 0.208, 0.030], [0.421, -0.471, 0.525], [1.246, -1.096, 0.668], [-1.389, 1.470, -1.618], [1.408, -1.804, 1.268], [0.348, 0.660, 0.271], [-0.078, -1.926, 0.479], [-0.617, 0.598, -1.147], [0.539, 3.422, 0.778], [-0.984, -1.887, -1.127], [-0.354, 0.382, -0.200], [-0.060, -0.193, -0.182], [-0.262, 0.465, -0.138], [-0.307, 0.402, 0.088], [0.347, -0.653, 0.273], [0.037, -0.017, 0.078], [-0.031, 0.078, 0.109], [0.268, -0.084, 0.002], [-0.046, 0.110, 0.415], [-0.706, 1.375, -1.653], [0.482, -0.763, 1.685], [0.525, -1.471, 2.890], [-0.332, 1.989, -2.864], [0.856, -0.621, -0.285], [-0.526, 0.533, 0.160], [-1.265, -1.691, 0.414], [0.600, 1.477, -0.335], [-0.020, 0.332, -0.523], [-0.109, -0.512, 0.524], [0.154, 0.123, 0.396], [-0.034, -0.262, -0.131], [0.233, -0.036, 0.127], [0.467, -0.126, -0.258], [-0.146, -0.139, 0.067], [-0.074, 0.041, -0.065], [0.017, 0.290, -0.145], [-0.679, 0.310, -0.156], [0.843, 1.083, 1.440], [0.865, -0.691, -0.645], [-1.848, 0.227, 0.020], [-1.515, 2.409, -0.564], [1.393, -0.736, -0.911], [-0.241, -4.103, -1.187], [2.025, 1.494, 1.657], [-0.027, -0.055, -0.006], [0.375, -0.152, 0.302], [0.249, 0.116, -0.067], [-0.479, -0.016, 0.217], [0.149, 0.019, -0.171], [-0.271, 0.279, 0.432], [-0.732, -0.109, -0.517], [-0.014, -0.016, 0.463], [0.075, 0.014, -0.115], [0.785, -0.680, -0.738], [-0.586, 2.857, 2.465], [0.502, 0.114, 0.729], [-1.410, -1.715, 1.226], [-1.604, -1.360, -3.201], [0.946, 1.752, 0.867], [1.704, -1.638, -1.806], [-0.305, 1.175, 0.751], [0.091, -0.163, -0.009], [0.034, 0.035, -0.019], [0.191, 0.052, 0.064], [-0.068, 0.191, 0.607], [0.110, -0.449, -0.318], [-0.185, 0.065, -0.028], [0.097, -0.055, -0.071], [0.047, -0.234, -0.416], [-0.295, -0.006, -0.002], [1.217, -0.941, 0.167], [0.086, -0.054, -1.265], [-1.290, 0.842, -0.314], [-0.017, 0.520, -0.278], [0.366, -2.237, -1.288], [-1.209, 0.494, 0.974], [-1.240, 0.995, 2.657], [1.844, -1.165, -1.113], [0.327, -0.262, 0.151], [0.286, 0.990, 0.964], [-0.017, 0.150, -0.071], [0.407, 0.278, -0.133], [0.010, -0.164, -0.408], [-0.130, 0.512, -0.080], [-0.172, -0.209, -0.121], [0.139, -0.136, -0.286], [-0.605, 0.228, 0.457], [-1.271, -1.134, -0.330], [1.062, 1.501, 0.576], [0.958, -0.270, -0.422], [-1.368, -0.635, -1.507], [-1.126, 2.260, 0.087], [0.609, -1.008, 0.302], [0.745, -2.158, 1.871], [-0.268, -0.293, -0.654], [-0.012, 0.446, -0.182], [0.311, -0.186, -0.245], [0.084, 0.094, 0.056], [-0.056, -0.087, 0.154], [-0.128, 0.072, 0.004], [-0.008, 0.301, -0.086], [0.157, -0.015, 0.080], [-0.296, 0.520, -0.045], [0.594, 0.578, 0.311], [0.600, -1.821, 0.851], [0.242, 0.606, -1.202], [1.469, 0.668, -0.054], [-1.215, -1.945, -1.669], [-1.631, 2.273, 0.596], [-0.338, -1.218, 0.286], [1.384, -1.066, 0.257], [-1.324, 0.164, -0.165], [0.038, 0.103, 0.338], [-0.179, 0.860, -0.198], [-0.545, 0.692, -0.335], [-0.128, -0.091, 0.033], [-0.124, 0.101, 0.679], [0.138, 0.060, 0.250], [0.713, -0.282, -0.038], [0.047, 0.327, 0.493], [0.636, 0.111, -0.219], [1.070, 0.238, 0.602], [0.098, -0.725, -0.513], [0.470, -1.416, 0.942], [-2.070, -0.076, -2.543], [1.378, 1.595, 0.015], [-0.852, 0.116, -0.377], [-1.322, 0.228, 1.620], [0.938, -0.320, -0.519], [-0.121, 0.025, 0.664], [0.257, 0.535, 0.190], [-0.205, -0.393, -1.108], [0.547, 0.148, 0.275], [0.325, 0.046, 0.075], [0.013, 0.097, 0.514], [-0.506, -0.383, 0.202], [-0.078, 0.065, 0.166], [0.017, 0.147, -0.151]]
}


{
  "formula": "C4H5ClOS",
  "method": "ωB97M-V/def2-TZVPD",
  "e_tot_ev": -29626.445,
  "e_homo_ev": [-9.0, -9.0],
  "homo_lumo_gap_ev": [8.44, 8.44],
  "spin_multiplicity": 1,
  "lumo_ev": [-0.53, -0.53],
  "e_above_lowest_kj_mol": 700.73,
  "species": ["C", "S", "O", "Cl", "C", "C", "C", "H", "H", "H", "H", "H"],
  "coordinates": [[-1.477901, -0.829311, 1.311199], [-0.438180, -1.176669, 0.063786], [-1.353549, -1.612229, -1.302325], [0.958656, -2.641563, 0.232611], [0.569488, 0.174226, -0.430718], [1.031734, 0.908092, -1.474107], [0.747771, 1.681874, -0.172644], [-2.203933, -1.581728, 1.635529], [-1.173033, -0.287939, 2.208695], [1.737849, 0.892688, -2.327645], [1.584579, 2.124193, 0.414598], [0.016520, 2.348366, -0.158980]],
  "forces_ev_per_angstrom": [[1.169, 0.218, 0.079], [-5.952, -0.487, -4.555], [3.952, 1.234, 5.237], [0.795, -0.747, -0.044], [-0.161, 2.990, -1.510], [0.527, -1.946, 3.050], [4.012, -2.701, -0.473], [0.267, -0.129, -1.083], [0.672, 0.217, -0.609], [-1.248, 0.048, 0.373], [-0.240, -1.084, -0.194], [-3.793, 2.388, -0.271]]
}